Record 1
A structure of composition C37H52BBrN10O2RuS3, computed with ωB97M-V/def2-TZVPD.

```
! wB97M-V def2-TZVPD RIJCOSX def2/J DEFGRID3
* xyz 1 2
Ru -0.440 -0.181 -0.835
C -2.610 3.207 4.966
C -1.426 2.378 5.455
C -0.747 3.063 6.643
C -1.884 0.997 5.923
N -0.435 2.300 4.329
C 0.630 3.184 4.233
C 1.288 2.906 3.101
N 0.636 1.856 2.469
B 1.129 1.294 1.150
N 1.676 2.406 0.238
C 2.939 2.954 0.281
C 3.068 3.775 -0.777
N 1.886 3.714 -1.497
C 1.053 2.853 -0.869
S -0.529 2.364 -1.344
C 1.627 4.473 -2.766
C 1.384 3.489 -3.908
C 2.859 5.310 -3.098
C 0.437 5.405 -2.549
N 2.207 0.221 1.319
C 2.928 -0.103 2.443
C 3.815 -1.050 2.087
N 3.622 -1.335 0.743
C 2.610 -0.560 0.292
S 1.912 -0.411 -1.294
C 4.544 -2.321 0.072
C 4.506 -3.616 0.885
C 4.178 -2.608 -1.377
C 5.943 -1.702 0.107
C -0.458 1.510 3.220
S -1.620 0.364 2.781
H -3.350 3.302 5.762
H -3.082 2.722 4.111
H -2.291 4.209 4.673
H -1.421 3.013 7.497
H -0.541 4.118 6.465
H 0.181 2.558 6.914
H -2.401 1.127 6.875
H -1.036 0.330 6.082
H -2.560 0.526 5.221
H 0.840 3.923 4.980
H 2.163 3.372 2.685
H 0.242 0.769 0.507
H 3.645 2.710 1.056
H 3.895 4.389 -1.072
H 2.220 2.792 -3.995
H 1.305 4.047 -4.842
H 0.466 2.927 -3.765
H 3.743 4.691 -3.259
H 3.071 6.054 -2.330
H 2.658 5.843 -4.026
H -0.467 4.852 -2.305
H 0.256 5.970 -3.464
H 0.647 6.112 -1.745
H 2.758 0.374 3.392
H 4.567 -1.546 2.670
H 3.483 -3.960 1.020
H 4.979 -3.498 1.861
H 5.054 -4.387 0.345
H 3.171 -2.996 -1.492
H 4.874 -3.368 -1.734
H 4.286 -1.725 -2.004
H 6.280 -1.504 1.124
H 5.965 -0.769 -0.458
H 6.651 -2.395 -0.349
O 1.144 -4.139 -0.351
C 0.319 -4.617 0.615
C 0.614 -5.845 1.191
C -0.205 -6.351 2.189
C -1.314 -5.641 2.629
C -1.606 -4.418 2.046
C -0.807 -3.902 1.034
C -1.158 -2.608 0.361
O -0.058 -1.782 0.205
N -1.610 -2.880 -1.009
N -1.502 -1.829 -1.848
C -2.143 -1.857 -2.953
C -1.988 -0.831 -3.966
Br -0.337 0.076 -3.842
C -2.855 -0.548 -4.941
C -4.198 -1.134 -5.070
C -5.008 -1.391 -3.961
C -6.266 -1.951 -4.130
C -6.731 -2.251 -5.401
C -5.943 -1.975 -6.510
C -4.690 -1.410 -6.347
H 0.925 -3.197 -0.490
H 1.484 -6.388 0.848
H 0.034 -7.309 2.634
H -1.941 -6.036 3.416
H -2.463 -3.844 2.381
H -1.937 -2.103 0.947
H -2.381 -3.514 -1.172
H -2.811 -2.686 -3.172
H -2.549 0.153 -5.708
H -4.671 -1.122 -2.967
H -6.889 -2.140 -3.266
H -7.714 -2.685 -5.530
H -6.308 -2.195 -7.504
H -4.078 -1.192 -7.214
N -3.637 -0.517 -0.285
N -2.583 0.391 -0.660
H -4.442 0.031 0.007
H -3.316 -0.999 0.547
H -2.518 1.169 -0.003
H -2.841 0.751 -1.574
*
```

Results
HOMO energy (alpha / beta)   -9.6 / -9.6 eV
E_tot   -6027.3947 hartree

=====

Record 2
A cluster of 2 separate species, C25H50F3N6O2 in total, computed with ωB97M-V/def2-TZVPD.

```
! wB97M-V def2-TZVPD RIJCOSX def2/J DEFGRID3
* xyz 1 1
C -4.857 0.880 3.899
C -4.282 1.851 2.746
O -4.192 1.044 1.552
C -2.815 0.797 1.175
C -2.522 1.721 -0.084
N -1.132 1.706 -0.616
C -0.099 1.718 0.382
N 0.121 2.746 1.198
C -0.676 4.021 1.095
C 1.153 2.736 2.267
C 0.598 2.054 3.623
O 1.701 1.276 4.162
C 1.314 0.626 5.388
C 1.890 -0.879 5.340
N 0.797 0.608 0.546
C 2.068 0.649 -0.201
C 2.554 1.968 -0.898
C 3.676 2.818 -0.117
C 4.981 1.964 0.240
N 5.434 1.184 -0.960
C 0.111 -0.711 0.546
C 1.108 -1.947 0.841
N 1.916 -1.685 2.067
C -0.659 -0.845 -0.833
C -0.981 0.534 -1.563
C 0.048 0.881 -2.769
C -0.700 0.752 -4.192
C -0.753 -0.776 -4.655
F -1.572 -1.494 -3.760
F 0.529 -1.311 -4.730
F -1.352 -0.846 -5.908
H -4.120 0.022 3.985
H -5.829 0.468 3.466
H -5.049 1.421 4.869
H -3.320 2.364 3.049
H -5.034 2.690 2.548
H -2.107 0.922 2.047
H -2.793 -0.303 0.860
H -3.318 1.455 -0.857
H -2.814 2.782 0.236
H -1.001 4.151 0.023
H -1.538 4.010 1.832
H 0.037 4.871 1.347
H 1.471 3.791 2.551
H 2.094 2.175 2.010
H 0.373 2.851 4.397
H -0.304 1.382 3.421
H 1.728 1.118 6.324
H 0.194 0.523 5.531
H 1.990 -1.343 6.363
H 1.150 -1.458 4.691
H 2.871 -0.916 4.761
H 2.014 -0.156 -1.016
H 2.890 0.268 0.500
H 3.090 1.650 -1.858
H 1.779 2.714 -1.240
H 4.032 3.584 -0.891
H 3.272 3.429 0.741
H 4.841 1.323 1.161
H 5.810 2.718 0.452
H 5.344 0.179 -0.802
H 6.406 1.422 -1.182
H -0.574 -0.704 1.463
H 1.720 -2.239 -0.060
H 0.408 -2.809 1.115
H 1.635 -0.823 2.538
H 2.919 -1.723 1.881
H 0.015 -1.444 -1.536
H -1.580 -1.498 -0.686
H -1.961 0.350 -2.117
H 0.323 1.969 -2.664
H 0.924 0.173 -2.810
H -0.238 1.422 -4.981
H -1.795 1.068 -4.126
C -3.008 -5.510 -4.363
C -1.672 -5.006 -4.898
C -0.555 -6.046 -4.789
C -0.341 -6.415 -3.355
N -0.177 -6.700 -2.236
H -2.953 -5.746 -3.298
H -3.779 -4.747 -4.487
H -3.330 -6.408 -4.898
H -1.390 -4.102 -4.349
H -1.793 -4.721 -5.946
H 0.376 -5.644 -5.195
H -0.811 -6.945 -5.355
*
```

Results
HOMO energy   -11.8 eV
E_tot   -1760.8078 hartree

=====

Record 3
A structure of composition C5H9NOS, computed with ωB97M-V/def2-TZVPD.

```
! wB97M-V def2-TZVPD RIJCOSX def2/J DEFGRID3
* xyz 0 1
C -0.396 -0.876 -1.928
C 0.386 -0.722 -0.717
C 1.072 0.143 1.295
C 0.115 0.512 0.300
C -1.208 0.409 0.928
H 0.177 -0.410 -2.771
H -0.541 -2.021 -2.061
H -1.210 -0.262 -2.081
H 2.019 0.487 1.084
H 0.675 0.118 2.285
H -2.212 0.243 0.454
H -0.870 -0.373 1.858
H -1.453 1.448 1.459
H 0.671 2.749 -0.030
N 0.932 -1.733 -0.216
O 1.337 -1.392 1.040
S 0.505 1.679 -0.898
*
```

Results
HOMO energy   -9.1 eV
E_tot   -723.9367 hartree

=====

Record 4
A cluster of 5 separate species, CH11NO5 in total, computed with ωB97M-V/def2-TZVPD.

```
! wB97M-V def2-TZVPD RIJCOSX def2/J DEFGRID3
* xyz 0 1
C -0.137 -1.942 -0.203
N -1.365 -1.779 0.483
O 0.349 -3.032 -0.323
H 0.474 -1.093 -0.406
H -1.645 -0.946 0.916
H -1.938 -2.548 0.487
H 0.027 0.002 2.262
H 1.292 0.614 1.870
O 0.502 0.385 1.504
H 0.167 2.204 0.528
H -0.523 3.557 0.952
O -0.139 2.798 1.336
H -0.917 0.472 -0.209
H -1.871 1.352 -0.899
O -0.908 1.110 -1.000
H 1.664 -0.869 -2.274
H 2.904 -0.281 -2.431
O 2.064 -0.004 -2.594
*
```

Results
SMILES string   NC=O.O.O.O.O
HOMO energy   -10.3 eV
E_tot   -475.6047 hartree

=====

Record 5
A cluster of 2 separate species, C3H2ClNO in total, computed with ωB97M-V/def2-TZVPD.

```
! wB97M-V def2-TZVPD RIJCOSX def2/J DEFGRID3
* xyz 0 1
C 1.425 0.984 0.581
C 0.346 0.970 1.075
C -0.666 -1.538 -0.321
N -1.116 -0.496 -0.812
O -0.751 -2.525 0.276
Cl -0.814 0.571 -2.118
H 2.143 0.786 -0.166
H -0.565 1.246 1.483
*
```

Results
SMILES string   O=C=NCl.C#C
HOMO energy   -10.2 eV
E_tot   -705.5472 hartree

=====

Record 6
A structure of composition C39H47AsCl5NO3PTi, computed with ωB97M-V/def2-TZVPD.

```
! wB97M-V def2-TZVPD RIJCOSX def2/J DEFGRID3
* xyz 1 1
Ti -0.157 0.130 0.197
Cl 4.958 -0.463 5.252
C 4.008 -0.427 3.826
C 2.623 -0.353 3.912
Cl 1.824 -0.306 5.430
C 1.885 -0.319 2.742
Cl 0.146 -0.241 2.764
C 2.450 -0.331 1.476
O 1.671 -0.248 0.398
C 3.836 -0.437 1.405
Cl 4.567 -0.487 -0.148
C 4.607 -0.478 2.564
Cl 6.312 -0.586 2.443
C 0.799 -0.956 -4.774
C 1.019 -0.865 -3.261
C 2.443 -0.402 -2.946
P -0.188 0.192 -2.349
C -1.789 0.013 -3.229
C -2.374 -1.390 -3.028
C -2.789 1.098 -2.831
C 0.289 1.916 -2.578
C 0.522 2.535 -3.804
C 0.854 3.879 -3.888
C 1.131 4.547 -5.212
C 0.931 4.591 -2.689
C 0.688 3.997 -1.463
C 0.361 2.643 -1.394
N 0.088 1.977 -0.179
C 0.006 2.737 1.044
C -1.234 3.279 1.429
C -2.400 3.317 0.476
C -1.338 3.872 2.673
C -0.239 3.990 3.527
C -0.398 4.599 4.897
C 0.995 3.565 3.064
C 1.147 2.959 1.818
C 2.537 2.681 1.296
H 1.581 -1.588 -5.201
H 0.880 0.021 -5.255
H -0.160 -1.392 -5.048
H 0.877 -1.854 -2.826
H 2.663 0.538 -3.456
H 3.158 -1.153 -3.293
H 2.601 -0.252 -1.881
H -1.529 0.155 -4.281
H -2.617 -1.560 -1.977
H -1.694 -2.179 -3.353
H -3.297 -1.495 -3.604
H -3.128 0.960 -1.804
H -3.667 1.036 -3.480
H -2.368 2.099 -2.928
H 0.435 1.962 -4.722
H 0.862 3.901 -6.047
H 2.190 4.795 -5.313
H 0.569 5.477 -5.310
H 1.183 5.646 -2.719
H 0.744 4.583 -0.552
H -2.490 2.418 -0.131
H -2.267 4.143 -0.229
H -3.338 3.478 1.010
H -2.299 4.272 2.985
H -0.921 5.555 4.845
H 0.568 4.764 5.374
H -0.984 3.944 5.545
H 1.878 3.719 3.680
H 3.166 2.214 2.056
H 3.010 3.631 1.033
H 2.535 2.063 0.401
C -4.316 -0.087 1.390
O -3.040 0.526 1.742
C -2.041 0.273 0.970
O -2.070 -0.489 -0.012
H -4.981 0.160 2.208
H -4.200 -1.162 1.294
H -4.678 0.336 0.458
C -1.388 -3.466 1.261
As 0.014 -2.735 0.134
C 1.563 -3.418 1.079
C -0.015 -3.972 -1.399
C -0.096 -5.423 -1.034
C 1.060 -6.189 -0.903
C 0.986 -7.533 -0.561
C -0.249 -8.131 -0.349
C -1.410 -7.379 -0.489
C -1.332 -6.037 -0.830
H -1.219 -4.528 1.416
H -2.361 -3.313 0.797
H -1.367 -2.952 2.222
H 1.496 -4.503 1.111
H 1.580 -3.031 2.096
H 2.479 -3.118 0.568
H 0.899 -3.758 -1.950
H -0.856 -3.674 -2.022
H 2.028 -5.732 -1.082
H 1.894 -8.116 -0.468
H -0.309 -9.180 -0.088
H -2.378 -7.842 -0.339
H -2.243 -5.458 -0.951
*
```

Results
HOMO energy   -10.4 eV
E_tot   -7522.2712 hartree

=====

Record 7
An isolated molecule of C20H20N4O7, computed with ωB97M-V/def2-TZVPD.

```
! wB97M-V def2-TZVPD RIJCOSX def2/J DEFGRID3
* xyz 0 1
C 5.790 -1.935 1.786
H 4.976 -2.619 1.527
O 6.322 -1.309 0.642
C 5.550 -0.394 -0.027
C 4.196 -0.227 0.210
C 3.420 0.679 -0.518
C 4.047 1.432 -1.512
C 5.397 1.292 -1.744
C 6.171 0.396 -1.013
O 7.490 0.368 -1.371
C 8.465 -0.233 -0.543
C 8.458 0.281 0.813
N 8.435 0.705 1.874
H 8.354 -1.325 -0.508
H 9.424 0.020 -1.012
H 5.897 1.879 -2.499
H 3.474 2.136 -2.094
C 2.003 0.857 -0.287
C 1.253 0.256 0.647
C -0.188 0.484 0.796
O -0.880 -0.099 1.600
O -0.667 1.426 -0.038
C -2.070 1.591 -0.001
C -2.753 0.336 -0.520
O -2.065 -0.531 -1.053
C -4.184 0.210 -0.326
C -4.805 -1.023 -0.586
N -4.119 -2.033 -1.111
H -4.496 -2.961 -1.174
H -3.117 -1.833 -1.240
N -6.128 -1.198 -0.312
C -6.935 -0.175 0.194
O -8.106 -0.363 0.430
N -6.325 1.026 0.390
C -4.971 1.316 0.161
O -4.566 2.445 0.363
C -7.181 2.089 0.892
H -8.003 2.259 0.198
H -6.569 2.983 0.985
H -7.591 1.805 1.860
C -6.771 -2.476 -0.553
H -7.818 -2.358 -0.277
H -6.707 -2.747 -1.607
H -6.328 -3.256 0.068
H -2.306 2.447 -0.635
H -2.407 1.800 1.019
H 1.650 -0.457 1.354
H 1.512 1.556 -0.951
H 3.718 -0.823 0.968
H 5.440 -1.199 2.515
H 6.614 -2.501 2.216
*
```

Results
SMILES string   COc1cc(/C=C/C(=O)OCC(=O)c2c(N)n(C)c(=O)n(C)c2=O)ccc1OCC#N
HOMO energy   -8.3 eV
E_tot   -1519.8704 hartree

=====

Record 8
An isolated molecule of C5H6OS4, computed with ωB97M-V/def2-TZVPD.

```
! wB97M-V def2-TZVPD RIJCOSX def2/J DEFGRID3
* xyz 0 1
C -1.821 0.226 0.098
C -2.358 -0.912 0.400
C -0.833 0.996 0.911
C 0.616 1.124 0.267
C 1.828 -0.943 -0.273
O 1.348 -0.049 0.628
S -2.265 1.103 -1.475
S -2.795 -2.337 0.828
S 2.883 -2.314 0.414
S 1.704 -0.950 -1.887
H -1.184 2.036 1.208
H -0.734 0.489 1.831
H 0.661 1.342 -0.794
H 1.011 2.010 0.647
H 2.945 -2.592 -0.875
H -1.006 0.770 -1.928
*
```

Results
SMILES string   S=C=C(S)CCOC(=S)S
HOMO energy   -8.6 eV
E_tot   -1862.0131 hartree